Molecular formula: C47H32Cl2IN6O2PSV
Method: DFT, wB97M-V/def2-TZVPD

Cartesian coordinates (Å):
1 V 0.63 0.92 0.10
2 Cl 6.72 3.38 -0.75
3 C 5.01 3.15 -0.79
4 C 4.44 2.25 0.09
5 C 3.06 2.07 0.10
6 N 2.29 1.32 1.01
7 C 2.95 0.74 2.09
8 O 4.11 0.36 2.02
9 C 2.28 0.61 3.43
10 C 3.11 0.36 4.52
11 C 2.52 0.23 5.77
12 C 1.15 0.35 5.88
13 C 0.42 0.62 4.73
14 N 0.97 0.74 3.53
15 C 2.27 2.81 -0.80
16 C 2.85 3.69 -1.70
17 C 4.22 3.86 -1.70
18 Cl 4.94 4.95 -2.83
19 N 0.89 2.62 -0.66
20 C 0.10 3.77 -0.72
21 O 0.52 4.89 -0.50
22 C -1.33 3.60 -1.15
23 C -2.16 4.71 -1.17
24 C -3.47 4.56 -1.60
25 C -3.89 3.30 -2.00
26 C -3.00 2.25 -1.93
27 N -1.75 2.38 -1.51
28 H 5.08 1.71 0.78
29 H 4.17 0.29 4.37
30 H 3.14 0.04 6.64
31 H 0.65 0.25 6.84
32 H -0.66 0.75 4.77
33 H 2.25 4.26 -2.38
34 H -1.76 5.67 -0.85
35 H -4.14 5.41 -1.63
36 H -4.90 3.14 -2.37
37 H -3.29 1.25 -2.23
38 I -1.39 1.86 1.63
39 C -3.09 0.62 1.95
40 C -4.10 1.34 2.52
41 C -5.30 0.74 2.90
42 C -5.46 -0.60 2.67
43 C -4.44 -1.36 2.07
44 C -4.69 -2.74 1.88
45 C -3.75 -3.54 1.32
46 C -2.53 -2.98 0.92
47 C -2.22 -1.65 1.07
48 P -0.55 -1.29 0.28
49 C -0.96 -1.85 -1.42
50 C -2.23 -1.56 -1.93
51 C -2.57 -1.91 -3.23
52 C -1.64 -2.54 -4.04
53 C -0.37 -2.82 -3.55
54 C -0.03 -2.47 -2.25
55 C 0.42 -2.63 1.07
56 C 0.75 -3.86 0.49
57 C 1.42 -4.82 1.23
58 C 1.76 -4.57 2.55
59 C 1.45 -3.36 3.13
60 C 0.78 -2.39 2.39
61 C -3.18 -0.78 1.68
62 H -3.95 2.40 2.70
63 H -6.09 1.32 3.36
64 H -6.38 -1.10 2.96
65 H -5.65 -3.13 2.18
66 H -3.93 -4.60 1.16
67 H -1.82 -3.64 0.45
68 H -2.95 -1.05 -1.31
69 H -3.56 -1.70 -3.60
70 H -1.90 -2.81 -5.05
71 H 0.36 -3.31 -4.18
72 H 0.97 -2.69 -1.90
73 H 0.48 -4.09 -0.53
74 H 1.66 -5.77 0.78
75 H 2.27 -5.33 3.13
76 H 1.71 -3.16 4.17
77 H 0.50 -1.46 2.85
78 N 3.26 -1.48 -0.19
79 C 2.81 -0.87 -1.29
80 N 1.77 -0.07 -1.39
81 C 1.50 0.20 -2.75
82 C 0.43 0.92 -3.26
83 C 0.27 1.04 -4.63
84 C 1.17 0.45 -5.51
85 C 2.25 -0.26 -5.03
86 C 2.40 -0.38 -3.66
87 S 3.61 -1.28 -2.79
88 H 3.04 -1.12 0.72
89 H 4.16 -1.92 -0.25
90 H -0.28 1.38 -2.58
91 H -0.56 1.61 -5.02
92 H 1.03 0.55 -6.58
93 H 2.96 -0.73 -5.70

Summary:
- LUMO level (alpha / beta): -3.305 / -2.736 eV
- Spin multiplicity: 3
- Relative energy (zero: lowest compared OMol25 entry of this formula, charge and spin): 33.4 kcal/mol
- Net charge: +1
- Molecular weight: 1024.61 Da

=====

Molecular formula: C46H105BO36P7Zr
Method: DFT, wB97M-V/def2-TZVPD

Cartesian coordinates (Å):
1 Zr 0.08 -0.10 0.00
2 O -4.55 -0.70 0.34
3 C -4.45 -0.03 -0.65
4 O -5.36 0.27 -1.53
5 B -4.79 1.17 -2.56
6 O -3.31 1.01 -2.38
7 C -3.13 0.56 -1.19
8 O -2.02 0.36 -0.73
9 O -5.11 2.57 -2.34
10 C -6.04 2.95 -3.20
11 O -6.48 4.05 -3.29
12 C -6.24 1.81 -4.21
13 O -5.39 0.84 -3.86
14 O -6.93 1.87 -5.17
15 C -3.12 -5.40 2.35
16 C -2.17 -4.22 2.41
17 O -2.91 -2.99 2.55
18 P -2.15 -1.59 2.54
19 O -1.31 -1.25 1.36
20 O -3.28 -0.54 2.93
21 C -4.51 -0.82 3.62
22 C -4.57 0.14 4.81
23 O -1.29 -1.62 3.88
24 C -1.68 -2.18 5.13
25 C -0.61 -2.97 5.83
26 H -3.94 -5.13 3.02
27 H -3.54 -5.56 1.36
28 H -2.77 -6.31 2.83
29 H -1.55 -4.22 3.31
30 H -1.47 -4.32 1.58
31 H -5.35 -0.64 2.95
32 H -4.49 -1.82 4.05
33 H -4.75 1.17 4.50
34 H -5.32 -0.28 5.49
35 H -3.65 0.22 5.38
36 H -2.02 -1.43 5.85
37 H -2.56 -2.80 4.95
38 H -0.92 -3.47 6.75
39 H -0.27 -3.76 5.16
40 H 0.27 -2.47 6.24
41 C 1.00 -6.10 3.04
42 C 1.71 -4.73 3.16
43 O 1.13 -3.91 2.13
44 P 1.91 -3.00 1.14
45 O 1.23 -1.71 0.82
46 O 2.03 -3.86 -0.20
47 C 2.84 -5.05 -0.22
48 C 2.16 -6.10 -1.09
49 O 3.33 -2.89 1.84
50 C 4.47 -2.41 1.09
51 C 5.78 -2.84 1.75
52 H -0.06 -5.92 2.88
53 H 1.38 -6.65 2.18
54 H 1.09 -6.81 3.87
55 H 1.36 -4.30 4.10
56 H 2.77 -4.92 3.05
57 H 3.82 -4.86 -0.64
58 H 2.96 -5.49 0.77
59 H 2.93 -6.86 -1.28
60 H 1.36 -6.72 -0.68
61 H 1.87 -5.81 -2.10
62 H 4.37 -2.71 0.05
63 H 4.50 -1.32 1.14
64 H 5.85 -2.73 2.83
65 H 5.90 -3.90 1.48
66 H 6.62 -2.27 1.35
67 C 3.32 -3.57 -4.85
68 C 3.14 -3.08 -3.39
69 O 2.66 -1.73 -3.46
70 P 2.89 -0.60 -2.38
71 O 1.75 -0.45 -1.43
72 O 4.23 -1.05 -1.64
73 C 5.54 -0.92 -2.24
74 C 6.26 0.30 -1.72
75 O 3.30 0.68 -3.20
76 C 3.49 0.70 -4.63
77 C 2.22 1.08 -5.40
78 H 4.08 -4.35 -4.88
79 H 2.38 -3.84 -5.33
80 H 3.71 -2.76 -5.47
81 H 2.44 -3.72 -2.85
82 H 4.01 -3.17 -2.74
83 H 6.08 -1.83 -1.96
84 H 5.55 -0.94 -3.34
85 H 6.00 0.36 -0.66
86 H 7.34 0.14 -1.82
87 H 5.96 1.21 -2.24
88 H 4.19 1.50 -4.87
89 H 3.94 -0.21 -5.01
90 H 1.54 0.23 -5.50
91 H 1.73 2.01 -5.15
92 H 2.53 1.16 -6.45
93 C -0.58 4.20 -5.16
94 C 0.00 4.42 -3.77
95 O 0.09 3.19 -3.06
96 P 0.07 3.19 -1.46
97 O 0.16 1.79 -0.97
98 O 1.15 4.22 -1.02
99 C 0.87 5.52 -0.45
100 C 2.18 6.14 0.00
101 O -1.28 3.89 -1.00
102 C -2.49 3.97 -1.74
103 C -2.94 5.39 -1.96
104 H -0.46 5.11 -5.75
105 H -0.03 3.42 -5.68
106 H -1.64 3.97 -5.10
107 H 0.98 4.90 -3.89
108 H -0.46 5.27 -3.25
109 H 0.37 6.13 -1.20
110 H 0.20 5.45 0.41
111 H 2.09 7.21 0.16
112 H 2.57 5.57 0.84
113 H 2.90 6.16 -0.82
114 H -2.49 3.42 -2.68
115 H -3.29 3.52 -1.14
116 H -3.58 5.57 -2.84
117 H -3.66 5.77 -1.23
118 H -2.12 6.11 -2.01
119 C -5.15 -3.81 -1.69
120 C -4.11 -3.01 -2.45
121 O -3.03 -2.58 -1.60
122 P -1.51 -2.74 -1.99
123 O -0.65 -1.87 -1.13
124 O -1.15 -4.30 -2.01
125 C -1.83 -5.23 -1.13
126 C -2.10 -6.44 -1.98
127 O -1.41 -2.34 -3.52
128 C -0.97 -3.28 -4.54
129 C -1.37 -2.74 -5.92
130 H -5.35 -3.61 -0.64
131 H -6.10 -3.86 -2.22
132 H -4.70 -4.82 -1.68
133 H -3.74 -3.50 -3.35
134 H -4.64 -2.11 -2.76
135 H -1.09 -5.38 -0.33
136 H -2.73 -4.87 -0.63
137 H -1.20 -6.83 -2.47
138 H -2.60 -7.18 -1.36
139 H -2.73 -6.18 -2.83
140 H 0.12 -3.43 -4.48
141 H -1.29 -4.30 -4.35
142 H -0.62 -2.14 -6.44
143 H -1.47 -3.66 -6.51
144 H -2.25 -2.11 -5.96
145 C 5.74 1.55 3.66
146 C 5.42 1.95 2.20
147 O 4.30 1.12 1.78
148 P 3.09 1.71 0.97
149 O 1.88 0.88 0.82
150 O 3.70 2.02 -0.48
151 C 4.42 3.25 -0.73
152 C 4.29 3.72 -2.20
153 O 2.72 3.14 1.55
154 C 2.00 3.36 2.77
155 C 2.87 4.20 3.72
156 H 6.36 0.66 3.76
157 H 6.32 2.35 4.10
158 H 4.78 1.40 4.14
159 H 5.10 2.98 2.36
160 H 6.20 1.81 1.46
161 H 3.98 4.03 -0.12
162 H 5.49 3.16 -0.54
163 H 4.61 4.75 -2.33
164 H 4.85 3.03 -2.83
165 H 3.25 3.63 -2.51
166 H 1.10 3.95 2.56
167 H 1.63 2.49 3.31
168 H 2.20 4.41 4.56
169 H 3.56 3.45 4.11
170 H 3.32 5.10 3.33
171 C -1.85 2.67 5.92
172 C -1.18 1.92 4.78
173 O -2.13 1.87 3.69
174 P -1.76 2.23 2.20
175 O -0.74 1.36 1.51
176 O -3.13 2.18 1.40
177 C -4.47 2.33 1.97
178 C -5.10 3.54 1.31
179 O -1.38 3.78 2.19
180 C -1.92 4.85 2.99
181 C -2.22 6.08 2.16
182 H -1.13 2.66 6.74
183 H -1.86 3.69 5.54
184 H -2.82 2.27 6.18
185 H -0.20 2.32 4.51
186 H -0.87 0.91 5.07
187 H -5.11 1.47 1.79
188 H -4.32 2.58 3.02
189 H -4.61 4.42 1.72
190 H -5.08 3.44 0.23
191 H -6.13 3.59 1.68
192 H -2.82 4.41 3.40
193 H -1.25 5.25 3.75
194 H -3.04 5.99 1.43
195 H -2.43 6.97 2.75
196 H -1.43 6.34 1.46

Summary:
- LUMO level: -6.679 eV
- Relative energy (zero: lowest compared OMol25 entry of this formula, charge and spin): 0.0 kcal/mol
- Net charge: +3
- Molecular weight: 1553.16 Da

=====

Molecular formula: C3H9O4S
Method: DFT, wB97M-V/def2-TZVPD

Cartesian coordinates (Å):
1 O -0.03 0.52 1.12
2 C -0.77 0.00 0.22
3 O -1.98 0.16 0.05
4 C 0.12 -0.83 -0.75
5 C 0.36 -0.10 -2.16
6 S 1.91 -0.63 -3.05
7 H -0.49 -1.74 -0.91
8 H 1.09 -1.09 -0.36
9 H 0.59 0.88 -1.78
10 H -0.61 -0.29 -2.62
11 H 2.58 -0.70 -1.93
12 H -1.30 -1.15 2.30
13 H 0.22 -1.44 2.41
14 O -0.65 -1.77 2.65
15 H -0.75 3.30 1.20
16 H -0.01 1.98 1.67
17 O -0.30 2.91 1.94

Summary:
- LUMO level: 2.974 eV
- Relative energy (zero: lowest compared OMol25 entry of this formula, charge and spin): 17.6 kcal/mol
- Net charge: -1
- Molecular weight: 141.17 Da

=====

Molecular formula: C11H17GeN2OS2Tc
Method: DFT, wB97M-V/def2-TZVPD

Cartesian coordinates (Å):
1 Tc 0.02 1.07 1.02
2 S 2.03 1.61 2.37
3 C 1.89 2.96 1.29
4 S 0.26 3.42 0.82
5 C 2.98 3.59 0.73
6 C 2.84 4.67 -0.20
7 N 2.73 5.53 -0.96
8 C 4.32 3.20 1.08
9 N 5.40 2.90 1.35
10 C -2.44 -1.34 -1.30
11 Ge -2.47 -1.25 0.64
12 C -1.63 -2.85 1.35
13 C -4.35 -1.24 1.18
14 C -1.65 0.34 1.36
15 H -3.09 -2.15 -1.63
16 H -1.43 -1.52 -1.67
17 H -2.80 -0.40 -1.73
18 H -1.99 -3.74 0.83
19 H -1.84 -2.96 2.42
20 H -0.54 -2.79 1.22
21 H -4.85 -2.14 0.82
22 H -4.86 -0.36 0.76
23 H -4.45 -1.19 2.27
24 H -2.19 0.78 2.22
25 C 2.20 0.60 -1.43
26 C 1.08 -0.42 -1.31
27 C 1.54 -1.81 -1.72
28 O 0.60 -0.50 0.02
29 H 2.62 0.60 -2.44
30 H 2.99 0.36 -0.72
31 H 1.84 1.61 -1.22
32 H 0.26 -0.12 -1.98
33 H 2.49 -2.05 -1.23
34 H 1.69 -1.87 -2.80
35 H 0.81 -2.56 -1.42

Summary:
- LUMO level (alpha / beta): 2.790 / 2.320 eV
- Spin multiplicity: 4
- Net charge: -1
- Molecular weight: 428.01 Da

=====

Molecular formula: C6H17GaO7PS2
Method: DFT, wB97M-V/def2-TZVPD

Cartesian coordinates (Å):
1 O 0.54 3.58 -1.05
2 C -0.38 4.09 -0.08
3 C 0.32 4.42 1.23
4 C 0.96 3.22 1.94
5 C -0.01 2.45 2.84
6 Ga -1.29 1.08 2.11
7 P -0.05 -0.76 1.17
8 O -1.16 -1.92 0.72
9 O 0.67 -1.60 2.37
10 S 1.23 -0.50 -0.31
11 H 0.67 4.23 -1.74
12 H -0.87 5.00 -0.46
13 H -1.15 3.33 0.07
14 H -0.42 4.88 1.90
15 H 1.08 5.19 1.02
16 H 1.41 2.57 1.19
17 H 1.79 3.60 2.55
18 H 0.56 1.92 3.62
19 H -0.64 3.16 3.39
20 H -2.19 1.51 0.86
21 H -2.15 0.39 3.26
22 H -1.84 -1.52 0.17
23 H 1.28 -2.26 2.01
24 C 1.09 -4.31 -1.97
25 C -0.04 -3.31 -1.90
26 O -0.59 -3.37 -3.25
27 S -0.51 -4.84 -3.81
28 O -1.73 -5.55 -3.61
29 O 0.06 -4.80 -5.11
30 O 0.55 -5.39 -2.75
31 H 1.97 -3.90 -2.48
32 H 1.36 -4.72 -1.00
33 H 0.28 -2.29 -1.71
34 H -0.81 -3.59 -1.18

Summary:
- LUMO level: 2.837 eV
- Net charge: -1
- Molecular weight: 366.03 Da

=====

Molecular formula: C18H20N3PtS2
Method: DFT, wB97M-V/def2-TZVPD

Cartesian coordinates (Å):
1 Pt 0.66 -0.87 0.78
2 C 1.21 0.37 5.91
3 S 0.60 -1.28 5.50
4 C 0.80 -1.33 3.76
5 S 0.24 0.05 2.83
6 N 1.30 -2.43 3.29
7 N 1.35 -2.42 1.92
8 C 1.80 -3.45 1.30
9 C 1.89 -3.33 -0.16
10 C 2.45 -4.31 -0.95
11 C 2.58 -4.09 -2.31
12 C 2.15 -2.89 -2.84
13 C 1.58 -1.95 -1.99
14 N 1.44 -2.16 -0.69
15 H 0.99 0.50 6.97
16 H 0.71 1.15 5.35
17 H 2.29 0.42 5.77
18 H 2.12 -4.33 1.84
19 H 2.80 -5.23 -0.49
20 H 3.01 -4.85 -2.95
21 H 2.23 -2.67 -3.89
22 H 1.22 -1.00 -2.37
23 C -2.36 0.86 0.57
24 C -1.41 0.91 -0.65
25 C -1.80 -0.25 -1.59
26 C -0.02 0.61 -0.20
27 C -1.48 2.29 -1.30
28 C -1.03 3.39 -0.58
29 C -1.07 4.66 -1.12
30 C -1.59 4.86 -2.39
31 C -2.04 3.77 -3.12
32 C -1.99 2.49 -2.58
33 H -2.39 -0.14 1.00
34 H -3.36 1.14 0.23
35 H -2.06 1.56 1.35
36 H -1.72 -1.20 -1.06
37 H -1.19 -0.28 -2.49
38 H -2.84 -0.11 -1.90
39 H 0.71 1.36 -0.53
40 H -0.64 3.26 0.43
41 H -0.72 5.51 -0.54
42 H -1.63 5.85 -2.82
43 H -2.44 3.91 -4.11
44 H -2.36 1.66 -3.17

Summary:
- LUMO level: -4.433 eV
- Relative energy (zero: lowest compared OMol25 entry of this formula, charge and spin): 0.0 kcal/mol
- Net charge: +1
- Molecular weight: 537.59 Da